(1)
Below is a structure of composition C21H34F3N3O4S2 at a distorted geometry, with properties calculated with ωB97M-V/def2-TZVPD.

Output
HOMO-LUMO gap, eV: 7.525
F_max, eV/A: 4.69

Geometry (Å):
C (0.957, -1.209, -2.482)
C (1.799, -1.042, -1.153)
C (1.130, -1.624, 0.151)
N (2.970, -0.477, -1.197)
C (3.431, -0.105, 0.130)
C (4.201, -1.098, 0.897)
C (4.672, -0.802, 2.290)
N (5.366, -1.714, 3.067)
S (5.544, -0.812, 4.492)
N (4.812, 0.647, 4.140)
C (4.324, 0.568, 2.841)
C (3.571, 1.595, 2.034)
C (3.285, 2.974, 2.722)
S (2.164, 2.611, 4.183)
O (2.925, 2.611, 5.446)
O (1.524, 1.284, 4.027)
C (3.102, 1.298, 0.679)
C (2.318, 2.297, -0.234)
C (0.966, 2.852, 0.382)
C (-0.303, 1.983, 0.038)
F (-1.406, 2.849, 0.154)
F (-0.520, 0.978, 0.952)
F (-0.323, 1.523, -1.261)
H (-0.040, -0.718, -2.291)
H (0.738, -2.317, -2.580)
H (1.504, -0.800, -3.368)
H (1.011, -0.871, 0.976)
H (1.856, -2.401, 0.548)
H (0.151, -2.135, -0.073)
H (4.433, -2.092, 0.432)
H (2.850, 3.749, 2.039)
H (4.264, 3.309, 3.184)
H (1.143, 3.550, 4.199)
H (2.972, 3.195, -0.453)
H (2.124, 1.816, -1.236)
H (0.777, 3.852, -0.120)
H (1.025, 3.071, 1.479)
C (-2.776, 0.537, -6.154)
C (-1.470, -0.186, -6.439)
O (-1.225, -1.281, -5.569)
C (-2.186, -2.326, -5.584)
C (-2.350, -2.983, -6.944)
H (-2.795, 0.898, -5.122)
H (-2.893, 1.389, -6.827)
H (-3.641, -0.115, -6.287)
H (-0.643, 0.512, -6.297)
H (-1.423, -0.514, -7.483)
H (-3.147, -1.961, -5.206)
H (-1.839, -3.075, -4.869)
H (-2.703, -2.278, -7.699)
H (-3.070, -3.801, -6.886)
H (-1.394, -3.383, -7.292)
C (-1.629, -1.174, 3.098)
C (-3.091, -1.583, 3.060)
O (-3.668, -1.754, 4.345)
C (-3.669, -0.614, 5.190)
C (-4.427, 0.569, 4.614)
H (-1.040, -1.911, 3.650)
H (-1.230, -1.093, 2.085)
H (-1.487, -0.210, 3.589)
H (-3.174, -2.547, 2.553)
H (-3.682, -0.873, 2.471)
H (-2.642, -0.334, 5.448)
H (-4.147, -0.921, 6.123)
H (-3.986, 0.924, 3.681)
H (-4.427, 1.401, 5.322)
H (-5.463, 0.292, 4.401)

natural (NBO) atomic charge list, values in e, 8 entries:
1 C -0.670
2 C 0.382
3 C -0.730
4 N -0.490
5 C 0.172
6 C -0.246
7 C 0.112
8 N -0.561

---

(2)
Below is the molecule C21H34FN3O, with properties calculated with ωB97M-V/def2-TZVPD.

Output
HOMO-LUMO gap, eV: 8.753
F_max, eV/A: 0.64

Geometry (Å):
C (0.401, -0.040, 4.193)
C (-0.892, -0.762, 4.424)
C (-1.286, -1.049, 5.721)
C (-2.504, -1.656, 5.959)
F (-2.868, -1.923, 7.235)
C (-3.363, -1.979, 4.927)
C (-2.967, -1.706, 3.631)
C (-1.734, -1.115, 3.356)
N (-1.332, -0.804, 2.046)
C (-0.258, -1.608, 1.494)
C (0.432, -0.848, 0.365)
C (-0.597, -0.496, -0.724)
N (-0.086, 0.228, -1.873)
C (0.580, 1.498, -1.617)
C (2.050, 1.478, -2.027)
N (2.156, 1.248, -3.458)
C (3.517, 1.113, -3.971)
C (4.293, 2.420, -3.803)
C (4.317, -0.055, -3.376)
C (1.210, 0.242, -3.953)
C (0.054, 0.882, -4.749)
C (0.527, 1.951, -5.735)
O (0.938, 3.127, -5.091)
C (0.639, -0.605, -2.812)
C (-1.759, 0.264, -0.079)
C (-2.361, -0.560, 1.058)
H (0.595, 0.650, 5.011)
H (0.354, 0.515, 3.260)
H (1.239, -0.736, 4.142)
H (-0.654, -0.786, 6.556)
H (-4.314, -2.440, 5.138)
H (-3.627, -1.969, 2.820)
H (0.455, -1.850, 2.282)
H (-0.655, -2.560, 1.097)
H (1.230, -1.465, -0.050)
H (0.874, 0.064, 0.769)
H (-0.997, -1.437, -1.123)
H (0.511, 1.761, -0.561)
H (0.071, 2.286, -2.187)
H (2.494, 2.450, -1.798)
H (2.576, 0.715, -1.433)
H (3.408, 0.934, -5.048)
H (4.538, 2.603, -2.759)
H (3.715, 3.259, -4.182)
H (5.223, 2.362, -4.362)
H (5.244, -0.181, -3.930)
H (4.569, 0.134, -2.335)
H (3.753, -0.984, -3.438)
H (1.743, -0.433, -4.634)
H (-0.460, 0.091, -5.298)
H (-0.659, 1.333, -4.061)
H (1.344, 1.548, -6.356)
H (-0.293, 2.236, -6.401)
H (1.507, 2.831, -4.357)
H (1.463, -1.168, -2.337)
H (-0.062, -1.338, -3.226)
H (-2.517, 0.473, -0.833)
H (-1.409, 1.214, 0.326)
H (-3.171, 0.000, 1.530)
H (-2.771, -1.498, 0.645)

natural (NBO) atomic charge list, values in e, 8 entries:
1 C -0.639
2 C -0.035
3 C -0.266
4 C 0.381
5 F -0.329
6 C -0.271
7 C -0.254
8 C 0.223

---

In the order shown, the computed LUMO level values come out to -1.03; 0.65 eV.